Entry 1:
Below is a structure of composition C6H15IrN2S, with properties calculated with the ωB97M-V functional and the def2-TZVPD basis.

Each line ends with the Löwdin charge.
Element x y z (Å)
Ir1 0.000 0.000 0.000  1.4969
C1 -0.561 -2.351 -1.217  -0.1400
C2 -0.848 -2.616 0.283  -0.1201
N1 -1.005 -1.370 1.023  -0.2418
C3 -0.404 -1.323 2.344  -0.2204
C4 1.130 -1.436 2.378  -0.3297
S1 1.979 -0.461 1.080  0.9698
C5 2.392 -1.798 -0.104  -0.3254
C6 1.787 -1.566 -1.493  -0.2318
N2 0.371 -1.254 -1.487  -0.3199
H1 -0.246 -3.275 -1.716  0.1744
H2 -1.517 -2.070 -1.678  0.1536
H3 -1.761 -3.214 0.381  0.1823
H4 -0.041 -3.232 0.689  0.1402
H5 -2.105 -0.985 1.040  0.2749
H6 -0.676 -0.358 2.790  0.1504
H7 -0.845 -2.089 2.993  0.1841
H8 1.483 -1.058 3.344  0.1301
H9 1.444 -2.483 2.329  0.1154
H10 3.484 -1.822 -0.194  0.1317
H11 2.094 -2.776 0.281  0.1060
H12 2.310 -0.717 -1.950  0.1486
H13 1.994 -2.426 -2.141  0.1705
H14 0.029 -0.665 -2.486  0.2945
H15 0.822 1.231 -0.885  0.1057

Values from the calculation:
LUMO (alpha / beta), eV: -11.385 / -18.002
⟨S²⟩: 8.76
Spin multiplicity: 6
Kohn-Sham gap (alpha / beta), hartree: 0.3645 / 0.2193
Charge: +3


Entry 2:
Below is a cluster of 3 separate species, C18H42BO3 in total, with properties calculated with the ωB97M-V functional and the def2-TZVPD basis.

Each line ends with the Löwdin charge.
Element x y z (Å)
C1 3.150 -3.071 -1.359  -0.1215
O1 4.160 -2.252 -2.068  -0.2760
C2 3.503 -1.296 -3.004  -0.2062
C3 2.781 -0.024 -2.265  -0.1863
C4 1.229 -0.277 -1.800  -0.1418
B1 0.187 -0.647 -3.018  -0.7998
O2 -1.155 -0.636 -2.341  -0.1578
C5 -1.330 -2.015 -1.834  -0.1883
C6 -0.986 -2.817 -3.256  -0.1667
O3 0.227 -2.027 -3.603  -0.1786
H1 2.269 -3.437 -2.074  0.1146
H2 3.680 -4.026 -0.932  0.0865
H3 2.760 -2.460 -0.430  0.0759
H4 4.398 -0.839 -3.650  0.1210
H5 2.829 -1.885 -3.758  0.1256
H6 2.888 0.995 -2.877  0.1165
H7 3.399 0.170 -1.262  0.0935
H8 0.849 0.759 -1.344  0.0991
H9 1.170 -1.041 -0.889  0.0788
H10 0.092 0.080 -3.944  0.0880
H11 -2.368 -2.309 -1.377  0.1101
H12 -0.491 -2.438 -1.103  0.1126
H13 -0.757 -3.980 -3.124  0.1146
H14 -1.784 -2.551 -4.099  0.1226
C7 4.162 0.157 2.094  -0.1077
C8 3.488 -1.126 2.556  -0.2687
C9 1.979 -0.980 2.763  -0.2223
C10 1.555 0.021 3.844  -0.2271
C11 2.116 -0.244 5.243  -0.2792
C12 1.664 -1.571 5.833  -0.1217
H15 4.076 0.951 2.842  0.0632
H16 5.227 -0.020 1.919  0.0705
H17 3.720 0.514 1.158  0.0656
H18 3.969 -1.482 3.474  0.0956
H19 3.660 -1.900 1.799  0.0937
H20 1.561 -1.966 2.997  0.1018
H21 1.519 -0.676 1.814  0.1072
H22 0.459 0.027 3.897  0.1092
H23 1.846 1.033 3.537  0.1017
H24 1.782 0.562 5.908  0.1010
H25 3.210 -0.200 5.233  0.0968
H26 0.573 -1.624 5.886  0.0738
H27 2.057 -1.683 6.849  0.0653
H28 2.025 -2.419 5.243  0.0659
C13 -6.450 2.758 -0.447  -0.1255
C14 -5.481 2.953 -1.604  -0.2806
C15 -4.502 1.789 -1.780  -0.2222
C16 -3.557 1.537 -0.599  -0.2196
C17 -2.681 2.725 -0.192  -0.2696
C18 -1.724 3.171 -1.286  -0.1043
H29 -5.928 2.707 0.512  0.0639
H30 -7.151 3.596 -0.400  0.0627
H31 -7.029 1.838 -0.575  0.0721
H32 -4.937 3.895 -1.472  0.0963
H33 -6.061 3.060 -2.528  0.1001
H34 -3.912 1.963 -2.687  0.1065
H35 -5.073 0.871 -1.965  0.1095
H36 -2.909 0.689 -0.852  0.0996
H37 -4.142 1.219 0.273  0.0972
H38 -2.093 2.435 0.686  0.1026
H39 -3.303 3.571 0.120  0.0902
H40 -1.068 2.350 -1.591  0.0678
H41 -1.093 3.989 -0.922  0.0659
H42 -2.259 3.533 -2.168  0.0662

Values from the calculation:
LUMO, eV: 2.851
Kohn-Sham gap, hartree: 0.2590
ΔE to the lowest compared entry with this formula, charge and spin, kJ/mol: 310.2
Charge: -1


Entry 3:
Below is the molecule C15H25NO7, with properties calculated with the ωB97M-V functional and the def2-TZVPD basis.

Each line ends with the Löwdin charge.
Element x y z (Å)
C1 -2.612 -2.466 2.088  -0.0544
C2 -2.691 -2.469 0.569  -0.1858
O1 -1.825 -1.484 -0.006  0.0163
C3 -0.527 -1.742 -0.006  -0.4603
O2 -0.025 -2.761 0.390  0.1354
C4 0.279 -0.568 -0.552  -0.0390
C5 -0.111 -0.296 -1.993  -0.4690
O3 0.622 -0.496 -2.926  0.1332
O4 -1.351 0.176 -2.091  -0.0072
C6 -1.859 0.402 -3.408  -0.2014
C7 -2.383 -0.886 -4.025  -0.0531
C8 0.021 0.663 0.373  -0.1564
C9 0.147 0.171 1.822  -0.4420
O5 -0.758 0.234 2.612  0.1279
O6 1.331 -0.367 2.069  -0.0068
C10 1.532 -1.032 3.324  -0.1868
C11 2.067 -2.428 3.053  -0.0519
N1 0.834 1.826 0.136  -0.0959
C12 2.271 1.629 0.036  -0.1388
C13 2.941 3.000 0.146  -0.1872
O7 2.506 3.865 -0.877  -0.1266
C14 1.108 4.018 -0.836  -0.1898
C15 0.394 2.669 -0.960  -0.1454
H1 -1.656 -2.868 2.415  0.0721
H2 -2.708 -1.451 2.464  0.0743
H3 -3.410 -3.080 2.496  0.0788
H4 -3.688 -2.187 0.225  0.1254
H5 -2.423 -3.454 0.172  0.1268
H6 1.334 -0.853 -0.524  0.1624
H7 -2.660 1.132 -3.278  0.1258
H8 -1.063 0.825 -4.029  0.1245
H9 -1.567 -1.592 -4.161  0.0784
H10 -3.133 -1.333 -3.377  0.0781
H11 -2.828 -0.672 -4.992  0.0788
H12 -1.027 0.959 0.251  0.1605
H13 2.246 -0.435 3.900  0.1277
H14 0.577 -1.064 3.856  0.1197
H15 3.049 -2.374 2.592  0.0786
H16 1.399 -2.955 2.376  0.0618
H17 2.142 -2.979 3.987  0.0784
H18 2.611 0.987 0.848  0.1220
H19 2.550 1.177 -0.929  0.1368
H20 4.022 2.912 0.032  0.1267
H21 2.708 3.438 1.128  0.1291
H22 0.846 4.673 -1.668  0.1263
H23 0.811 4.490 0.113  0.1285
H24 -0.685 2.820 -0.895  0.1337
H25 0.639 2.226 -1.940  0.1299

Values from the calculation:
LUMO, eV: 0.800
SMILES: CCOC(=O)C(C(=O)OCC)[C@@H](C(=O)OCC)N1CCOCC1
Kohn-Sham gap, hartree: 0.3532
ΔE to the lowest compared entry with this formula, charge and spin, kJ/mol: 19.3


Entry 4:
Below is a structure of composition C5H14ClGaN3, with properties calculated with the ωB97M-V functional and the def2-TZVPD basis.

Each line ends with the Löwdin charge.
Element x y z (Å)
N1 -2.421 -1.831 1.952  0.1132
C1 -1.335 -1.270 1.599  -0.5573
N2 -0.544 -0.569 2.577  0.0789
N3 -0.853 -1.165 0.276  0.0171
C2 0.507 -1.614 -0.043  -0.2254
C3 1.292 -0.672 -0.962  -0.2279
C4 1.709 0.689 -0.377  -0.3093
C5 0.981 1.919 -0.930  -0.3710
Ga1 -0.993 1.964 -1.345  -0.0039
Cl1 -2.121 2.263 0.649  -0.1230
H1 -2.865 -2.245 1.135  0.0270
H2 0.437 -0.640 2.354  0.0330
H3 -0.764 0.419 2.429  0.0410
H4 -1.539 -1.562 -0.351  0.1058
H5 0.442 -2.614 -0.509  0.1089
H6 1.058 -1.764 0.901  0.1064
H7 2.190 -1.238 -1.276  0.0997
H8 0.687 -0.493 -1.868  0.0833
H9 1.602 0.654 0.725  0.0893
H10 2.796 0.810 -0.554  0.0886
H11 1.455 2.211 -1.893  0.0330
H12 1.166 2.776 -0.249  0.0362
H13 -1.574 0.664 -2.078  -0.1202
H14 -1.314 3.308 -2.162  -0.1232

Values from the calculation:
LUMO, eV: 3.405
Kohn-Sham gap, hartree: 0.3088
Charge: -1


Entry 5:
Below is the molecule C4H5Cl2F, with properties calculated with the ωB97M-V functional and the def2-TZVPD basis.

Each line ends with the Löwdin charge.
Element x y z (Å)
C1 -0.286 -0.355 1.576  -0.1183
C2 -0.123 0.582 0.439  -0.2637
C3 -0.272 -0.055 -0.864  -0.4350
F1 -1.578 -0.306 -1.066  0.0595
C4 0.599 -0.248 -1.845  -1.0870
Cl1 0.286 -0.591 -3.491  0.6607
Cl2 2.233 0.205 -1.549  0.6439
H1 -1.130 -1.183 1.452  0.1245
H2 0.613 -0.969 1.734  0.0699
H3 -0.358 0.330 2.505  0.1047
H4 -0.818 1.353 0.466  0.0939
H5 0.832 1.237 0.643  0.1469

Values from the calculation:
LUMO, eV: 0.756
SMILES: CCC(F)=C(Cl)Cl
Kohn-Sham gap, hartree: 0.3704
ΔE to the lowest compared entry with this formula, charge and spin, kJ/mol: 76.6


Entry 6:
Below is a cluster of 2 separate species, C11H21N2O2S in total, with properties calculated with the ωB97M-V functional and the def2-TZVPD basis.

Each line ends with the Löwdin charge.
Element x y z (Å)
S1 -0.988 1.504 -2.940  0.8559
N1 0.354 2.592 -3.275  -0.4569
C1 0.401 3.201 -4.581  -0.0218
C2 1.599 4.128 -4.893  0.0189
C3 2.713 4.383 -3.843  0.0252
C4 2.556 3.711 -2.455  0.0266
C5 1.324 2.803 -2.230  -0.0179
H1 -0.359 0.293 -2.682  -0.0758
H2 -0.382 3.029 -5.393  0.1405
H3 1.703 4.613 -5.917  0.1176
H4 3.618 5.046 -4.078  0.1260
H5 3.347 3.863 -1.634  0.1281
H6 1.194 2.300 -1.213  0.1328
C6 0.184 -4.260 2.611  -0.1073
O1 -0.677 -3.884 1.547  -0.1978
C7 -1.988 -3.509 1.970  -0.2032
C8 -2.195 -1.998 1.852  -0.2059
N2 -1.413 -1.268 2.854  -0.0491
C9 -1.311 0.170 2.608  -0.1901
C10 -0.679 0.637 1.285  -0.2306
O2 0.718 0.378 1.172  -0.1996
C11 1.049 -0.947 0.786  -0.0961
H7 1.061 -4.748 2.180  0.0919
H8 0.529 -3.385 3.168  0.0706
H9 -0.305 -4.964 3.291  0.0917
H10 -2.216 -3.873 2.979  0.1252
H11 -2.683 -3.998 1.281  0.1216
H12 -3.256 -1.764 1.987  0.1246
H13 -1.907 -1.708 0.838  0.0922
H14 -0.477 -1.651 2.886  0.0640
H15 -0.708 0.579 3.425  0.1234
H16 -2.308 0.615 2.702  0.1204
H17 -0.776 1.727 1.252  0.1161
H18 -1.216 0.265 0.405  0.0932
H19 0.320 -1.375 0.091  0.0849
H20 1.151 -1.577 1.671  0.0727
H21 2.023 -0.929 0.294  0.0878

Values from the calculation:
LUMO, eV: -5.198
Kohn-Sham gap, hartree: 0.2059
Charge: +1


| no. | energy (eV) |
| --- | --- |
| 1 | -23077.6746 |
| 2 | -26165.5609 |
| 3 | -31783.4988 |
| 4 | -74782.9284 |
| 5 | -31990.0901 |
| 6 | -29646.1820 |